Molecular formula: C51H32N9NiO
Method: DFT, wB97M-V/def2-TZVPD

Positions of all 94 atoms, in Å:
Ni 0.83227 -0.44838 -0.90057
C 7.43846 -0.07658 -0.74925
C 7.23813 1.30528 -0.88313
C 5.95851 1.82665 -1.01344
C 4.88657 0.94567 -1.00799
C 3.44315 1.15596 -1.13186
N 2.90477 2.39834 -1.20167
C 1.59556 2.47902 -1.47105
C 0.80752 3.73243 -1.19615
C 1.34232 5.00262 -1.31651
C 0.53688 6.12517 -1.14179
C -0.80960 5.97877 -0.83956
C -1.35798 4.70767 -0.68414
C -0.56396 3.59264 -0.86068
C -0.95319 2.12783 -0.60287
N -2.31326 1.65296 -0.44783
C -2.30312 0.35656 -0.37044
N -1.23331 -0.53477 -0.44378
C -1.74311 -1.81132 -0.31325
N -1.16405 -2.97198 -0.28740
C 0.17416 -3.20981 -0.42272
N 1.12976 -2.31929 -0.67121
C 2.35976 -2.91551 -0.63048
N 3.56065 -2.31756 -0.72464
C 3.76256 -1.03972 -0.88764
N 2.82398 -0.03059 -1.06733
C 5.08525 -0.43459 -0.87394
C 6.36616 -0.95676 -0.74113
C 2.17415 -4.31210 -0.36712
C 3.04965 -5.38994 -0.21609
C 2.52326 -6.63761 0.05742
C 1.13053 -6.82804 0.18617
C 0.25677 -5.76710 0.04214
C 0.77605 -4.50262 -0.24074
C -3.21530 -1.74237 -0.16246
C -4.18208 -2.72270 -0.02841
C -5.50971 -2.32079 0.06895
C -5.85488 -0.96671 0.03217
C -4.87640 0.01123 -0.10078
C -3.56078 -0.40077 -0.19521
N 0.92512 1.48262 -1.99706
H 8.44814 -0.45976 -0.64946
H 8.09547 1.96922 -0.88231
H 5.78275 2.89044 -1.11439
H 2.39444 5.09916 -1.55281
H 0.96341 7.11620 -1.24486
H -1.43396 6.85543 -0.70882
H -2.39986 4.57306 -0.41788
H 6.51198 -2.02394 -0.63367
H 4.11853 -5.24110 -0.30765
H 3.18791 -7.48641 0.17952
H 0.74793 -7.81950 0.40333
H -0.81360 -5.89936 0.14596
H -3.89565 -3.76658 -0.00967
H -6.29291 -3.06373 0.16864
H -6.89826 -0.68085 0.09903
H -5.12296 1.06439 -0.15450
C -5.40896 1.04265 -3.66464
C -4.60005 -0.07147 -3.82434
C -3.23135 0.02148 -3.60150
C -2.64471 1.22242 -3.20717
C -3.47107 2.33869 -3.05967
C -4.83538 2.25156 -3.27996
C -1.18237 1.29244 -3.01990
C -0.43981 1.58434 -1.93901
C -0.29936 1.93731 0.82551
C 0.95907 1.48924 1.20023
C 1.38094 1.54625 2.52786
C 0.56593 2.05517 3.51899
C -0.69608 2.52135 3.16186
C -1.10934 2.46709 1.84320
H -6.47820 0.96954 -3.82607
H -5.03816 -1.02458 -4.09771
H -2.60325 -0.85654 -3.69954
H -3.02259 3.27339 -2.74584
H -5.45920 3.12870 -3.14871
H -0.58973 0.93743 -3.85954
H 1.64727 1.06889 0.49079
H 2.36845 1.16945 2.76901
H 0.89882 2.08499 4.55027
H -1.36171 2.93096 3.91386
H -2.08957 2.84047 1.58261
O 0.97729 -1.68931 2.04292
N 0.51276 -1.51715 3.19759
C -0.82841 -1.33195 3.35922
C -1.36846 -1.11369 4.60429
C -0.56073 -1.07903 5.73302
C 0.80210 -1.27093 5.55356
C 1.31914 -1.48248 4.29498
H -1.38263 -1.34915 2.43155
H -2.43616 -0.95815 4.67793
H -0.97748 -0.89959 6.71376
H 1.48458 -1.24944 6.39265
H 2.36375 -1.63085 4.07093

Output
Net charge ... -2
⟨S²⟩ ... 0.8193
DFT total energy ... -4039.07908 hartree
HOMO level (alpha / beta) ... -0.01002 / -0.00970 Eh
2S+1 ... 2
Gap between HOMO and LUMO (alpha / beta) ... 4.545 / 4.536 eV